No. 1
C67H48N8W | ωB97M-V/def2-TZVPD

```
! wB97M-V def2-TZVPD RIJCOSX def2/J DEFGRID3
* xyz 0 1
W 0.584 -0.052 -0.086
N 1.000 -0.327 2.004
N 0.577 1.647 1.201
N 0.082 -0.894 -1.910
N 1.231 -2.374 0.607
N -1.151 -1.599 0.517
N 2.325 0.105 -0.375
N -2.030 1.026 0.477
N 0.278 1.711 -1.315
C -4.808 1.000 0.602
C 0.797 -1.692 -3.960
C -0.235 2.775 1.373
C -4.481 -2.718 -4.469
C 1.318 -2.620 1.920
C 0.881 1.754 -2.550
C -4.166 0.909 -0.614
C -0.107 3.016 -0.997
C 2.308 0.848 -4.424
C -1.896 1.635 2.872
C -1.883 6.820 1.517
C 0.205 -2.391 6.463
C 2.168 -4.805 1.449
C -0.267 -2.443 -3.573
C -1.103 5.674 1.396
C 4.291 -2.042 -0.174
C -2.967 -2.230 1.743
C 1.843 -3.819 2.372
C 2.647 1.246 -6.789
C 4.653 -0.586 -0.101
C -2.132 -2.043 -0.325
C 1.409 0.617 -3.247
C -1.378 4.722 0.412
C -0.966 -2.618 7.054
C 1.796 1.112 -5.694
C -3.427 -2.232 -3.701
C 0.028 1.003 4.640
C -1.009 -2.276 4.225
C -4.703 -4.585 -2.975
C -0.559 3.482 0.299
C 6.379 1.090 0.102
C -1.630 -1.802 1.804
C -3.285 -2.378 0.415
C -2.222 -2.598 4.938
C 0.705 -1.497 2.789
C -3.233 6.092 -0.333
C 0.830 3.055 -3.038
C -2.201 -2.788 6.272
C 3.106 2.900 -0.514
C 4.545 0.871 -5.359
C -3.649 -4.096 -2.210
C -2.955 7.029 0.656
C -0.834 2.708 2.743
C 5.984 -0.238 0.080
C -2.656 1.190 1.642
C 0.401 0.821 2.205
C -4.041 1.149 1.741
C 3.691 0.737 -4.267
C -1.915 -2.314 -1.703
C 1.974 -4.566 0.104
C 0.942 -0.630 -3.000
C -2.450 4.949 -0.456
C 0.310 -2.424 4.963
C 3.686 0.429 -0.234
C -2.781 0.903 -0.620
C 0.786 -0.041 4.964
C -3.000 -2.906 -2.550
C -0.439 1.348 3.277
C -0.754 -1.947 -2.319
C 4.081 1.778 -0.261
C 1.527 -3.313 -0.273
C -5.127 -3.895 -4.104
C 1.167 -1.345 4.258
C -0.786 -1.826 2.953
C 4.023 1.121 -6.624
C 0.178 3.831 -2.078
C 5.429 2.081 -0.080
H -4.503 1.249 2.716
H -1.647 7.555 2.279
H -2.535 1.747 3.737
H 6.717 -1.028 0.198
H -3.563 7.922 0.749
H 1.116 -2.276 7.048
H -5.192 -5.511 -2.689
H -2.233 0.806 -1.548
H 1.214 3.370 -4.001
H -2.669 4.213 -1.224
H 1.421 -3.040 -1.319
H -3.125 -3.017 6.793
H -2.929 -1.309 -3.982
H 3.748 -2.360 0.715
H -5.952 -4.274 -4.698
H 1.371 -1.785 -4.873
H 5.618 0.776 -5.222
H 2.235 1.440 -7.774
H 0.720 1.200 -5.821
H 2.243 -1.507 4.368
H -4.228 -2.705 -0.003
H -3.309 -4.650 -1.340
H -0.249 5.522 2.052
H 1.103 -0.062 6.004
H -4.068 6.249 -1.009
H -3.174 -2.635 4.429
H 5.190 -2.652 -0.255
H 2.193 -5.315 -0.647
H 3.658 -2.240 -1.039
H -0.199 1.725 5.421
H 5.726 3.125 -0.088
H -1.025 -2.667 8.138
H -0.031 4.893 -2.123
H 3.570 3.862 -0.284
H 4.093 0.539 -3.275
H -4.712 0.805 -1.545
H 4.686 1.214 -7.478
H 2.209 2.798 0.085
H 2.010 -3.989 3.425
H -5.891 0.963 0.665
H 7.423 1.350 0.236
H 2.793 2.919 -1.563
H 0.720 -3.408 4.711
H 2.569 -5.753 1.789
H -0.924 3.574 3.382
H -0.705 -3.277 -4.108
H -3.623 -2.411 2.578
H -4.801 -2.174 -5.352
*
```

Computed properties:
Electronic energy in a.u.: -3087.1131
E_HOMO in eV: -5.5

Atom charges from the Mulliken analysis, given in e for atoms 1 to 6: 1.83, -0.61, -0.23, 0.97, 1.21, 1.19

No. 2
C67H51Cl3KN15O2S2Sb | ωB97M-V/def2-TZVPD

```
! wB97M-V def2-TZVPD RIJCOSX def2/J DEFGRID3
* xyz -1 1
Sb 2.739 -0.123 1.894
K 0.215 0.238 -0.431
Cl -5.996 0.535 3.818
Cl -2.822 -0.262 -0.456
Cl -1.331 3.210 3.450
S 4.409 0.217 -4.271
S -0.336 -2.371 1.262
O -1.072 1.760 0.839
O -3.617 4.192 -0.007
N 1.718 2.569 -0.625
N -0.088 -3.362 -1.935
N -0.494 1.108 -3.283
N 2.910 -2.739 -0.624
N -4.842 5.429 1.331
N -1.011 -2.980 -1.209
N -1.430 -4.662 0.420
N -2.589 1.274 -3.854
N 1.534 4.463 0.435
N -5.650 4.432 0.791
N -2.106 2.537 -3.936
N 4.437 -3.791 -1.870
N -1.941 -5.365 -0.707
N 3.219 -0.290 -2.072
N 1.992 4.803 -0.788
C -3.620 1.802 3.459
C -6.690 0.770 -1.376
C -2.462 2.073 2.756
C -0.852 2.385 -3.572
C -1.463 -3.250 -3.961
C 2.081 3.636 -1.382
C 4.640 -1.325 -3.571
C -0.944 -3.499 0.143
C 6.215 -2.452 3.385
C 4.151 2.684 2.269
C 1.883 0.442 3.777
C 1.968 1.074 6.107
C -4.001 1.006 -4.045
C -5.252 2.606 -0.839
C -0.195 7.432 1.826
C -5.672 -4.444 -2.376
C -4.894 3.732 0.021
C 4.176 1.452 1.622
C -3.667 5.247 0.837
C 3.455 -2.696 3.336
C 5.951 3.494 0.891
C 5.986 2.273 0.233
C -3.107 0.550 1.063
C 0.546 -1.806 -5.235
C 1.283 5.460 1.451
C 2.595 0.916 4.880
C 3.378 0.631 -2.962
C -0.084 0.245 5.170
C -2.451 6.016 1.104
C -2.578 7.316 1.587
C -1.626 -2.839 -5.278
C 5.439 -1.456 2.801
C -4.494 2.352 -1.972
C 3.921 -1.422 -2.416
C 2.259 -4.748 0.743
C -6.356 1.815 -0.533
C -4.263 0.245 1.749
C 5.029 3.699 1.907
C -3.201 -5.074 -1.186
C 1.378 3.139 0.517
C -5.928 0.513 -2.511
C 2.540 -6.087 0.928
C 3.760 -2.625 -1.599
C -5.026 -5.641 -2.674
C 4.249 -6.086 -0.804
C 3.526 -6.743 0.173
C -3.861 -3.879 -0.871
C 2.996 -4.065 -0.223
C -1.618 0.444 -3.463
C 3.955 -4.739 -0.988
C -1.199 5.428 0.964
C 0.538 0.112 3.934
C -4.522 0.887 2.948
C -1.444 8.028 1.931
C -0.068 6.129 1.363
C 4.228 -3.687 3.921
C -0.627 -2.110 -5.913
C 5.611 -3.567 3.947
C -2.124 1.484 1.503
C 4.053 -1.569 2.775
C -5.077 -3.580 -1.468
C 5.098 1.267 0.590
C -3.814 -5.956 -2.091
C -0.284 -2.937 -3.294
C 0.729 -2.237 -3.928
C -4.828 1.302 -2.814
C 0.628 0.732 6.254
H 6.694 2.107 -0.571
H -3.565 7.744 1.694
H 3.425 2.870 3.054
H 5.926 -0.589 2.369
H -5.560 -2.645 -1.208
H -2.540 -3.086 -5.804
H -2.237 -3.804 -3.444
H 4.994 -6.600 -1.399
H -3.631 2.968 -2.187
H -0.763 -1.780 -6.936
H -4.955 -0.481 1.348
H -1.130 -0.017 5.272
H -1.531 9.044 2.295
H 4.988 4.654 2.418
H -0.041 -0.257 3.093
H 3.653 1.138 4.793
H 1.371 4.952 2.414
H 1.635 -2.008 -3.384
H -4.323 1.617 -4.889
H -0.173 3.221 -3.517
H 2.375 -2.808 3.313
H -1.736 -6.346 -0.627
H -1.121 4.400 0.626
H 1.467 -4.242 1.280
H 3.712 -7.795 0.350
H 2.431 3.559 -2.400
H 5.244 -2.072 -4.058
H -1.767 -0.618 -3.325
H -6.923 2.014 0.367
H -3.812 2.305 4.397
H -6.620 -4.198 -2.837
H 0.142 0.847 7.215
H 0.692 7.982 2.122
H 2.529 1.448 6.955
H 5.111 0.330 0.041
H 1.321 -1.225 -5.719
H 6.633 4.287 0.607
H -3.418 -3.189 -0.169
H 1.977 -6.650 1.661
H -3.311 -6.883 -2.347
H 5.103 -3.942 -2.604
H -6.181 -0.326 -3.150
H 2.908 1.600 -2.897
H 6.216 -4.342 4.401
H -7.535 0.135 -1.140
H 0.979 2.654 1.397
H 7.294 -2.352 3.400
H 3.749 -4.559 4.349
H -4.104 -0.043 -4.323
H 2.080 6.200 1.384
H -5.472 -6.337 -3.376
*
```

Computed properties:
ΔE to the lowest compared entry with this formula, charge and spin in kcal per mole: 10.5
Electronic energy in a.u.: -6572.8741
E_HOMO in eV: -4.7

Atom charges from the Mulliken analysis, given in e for atoms 1 to 6: -0.27, 1.93, -0.31, 0.86, -0.19, -0.25

No. 3
C67H73BrN9O21S2 | ωB97M-V/def2-TZVPD

```
! wB97M-V def2-TZVPD RIJCOSX def2/J DEFGRID3
* xyz 0 2
Br -5.118 2.492 -3.724
S -0.528 -1.018 -3.389
S 4.326 1.891 -4.428
O 4.812 -7.016 7.040
O -10.569 5.501 -0.242
O -2.894 5.032 -0.752
O 6.540 2.762 6.458
O 3.089 -6.433 8.184
O -12.141 4.065 -0.519
O 3.107 -0.524 -3.148
O 3.803 -0.102 -1.010
O 7.692 3.997 5.131
O 1.771 -2.822 5.647
O 1.916 -2.068 -5.071
O 1.203 -4.075 -4.280
O -1.727 3.554 -5.182
O 4.421 -8.509 1.050
O -2.564 -1.702 0.658
O -1.561 6.677 -0.396
O 5.070 -6.838 2.232
O 2.624 -2.958 7.609
O -6.942 2.351 -6.763
O -2.898 -3.662 1.468
O -7.758 2.527 -8.743
N 2.352 -2.346 6.598
N 4.362 -7.804 2.034
N -0.814 2.699 -4.898
N 4.284 -6.483 7.994
N -11.085 4.574 -0.828
N -2.296 5.789 -0.019
N -7.131 2.956 -7.800
N -2.189 -2.711 1.219
N 7.205 2.938 5.458
C 3.240 -2.381 -4.637
C -3.283 4.591 1.887
C 2.760 -0.938 6.508
C -0.754 2.371 -3.447
C 6.848 0.566 4.922
C -3.459 4.436 3.252
C -3.240 -0.741 -3.762
C 3.360 -8.138 3.057
C 7.341 -5.257 9.733
C -5.275 6.068 -6.948
C 1.019 -4.015 2.597
C -1.137 3.648 -2.672
C 8.417 0.824 2.639
C -1.792 1.307 -3.042
C -9.039 2.980 -4.158
C 3.499 1.703 6.339
C -10.379 4.026 -1.996
C 1.870 -2.948 2.346
C 3.457 -0.368 7.558
C 6.785 -4.658 10.856
C -2.471 5.613 1.430
C 2.954 -2.781 -2.138
C -0.316 -3.938 2.235
C 5.156 -5.838 8.986
C -9.156 4.564 -2.354
C -5.426 0.581 -3.597
C 3.829 0.963 7.468
C -1.921 0.077 -3.938
C 2.802 1.112 5.294
C -6.249 6.319 -9.137
C -5.499 6.831 -8.086
C 1.389 -1.797 1.737
C -1.828 6.477 2.295
C -0.412 -2.354 -4.597
C -10.273 2.460 -3.788
C -0.776 -2.786 1.623
C 7.066 -0.529 4.103
C 8.203 1.926 3.451
C -0.799 1.529 -5.814
C 6.524 -5.854 8.788
C -4.327 -0.162 -2.842
C -1.824 0.472 -5.415
C 0.668 2.045 -2.985
C 4.582 -5.239 10.091
C 3.731 0.213 -2.203
C 3.537 -1.892 -3.230
C -2.827 5.300 4.137
C 7.425 1.777 4.583
C 0.979 -2.929 -4.625
C -6.556 4.303 -7.908
C -5.807 4.793 -6.854
C -8.484 4.033 -3.443
C 2.428 -0.220 5.374
C 0.056 -1.711 1.372
C 7.852 -0.402 2.965
C 0.616 0.974 -6.019
C 2.290 -7.635 5.127
C 1.596 -9.541 3.827
C -1.224 2.055 -7.204
C 4.340 1.533 -2.652
C 3.248 -7.333 4.174
C 2.550 -9.244 2.868
C -10.951 2.983 -2.699
C 5.408 -4.647 11.033
C -6.782 5.044 -9.053
C 1.463 -8.736 4.952
C -2.011 6.317 3.659
H 9.028 0.922 1.752
H -5.086 7.829 -8.155
H -1.112 -3.148 -4.373
H -1.680 -0.388 -6.063
H -3.005 -1.743 -3.425
H -1.520 6.988 4.349
H -3.773 3.925 1.193
H -1.497 0.951 -2.054
H -2.734 1.817 -2.903
H 1.395 -4.909 3.075
H -4.092 3.644 3.625
H 0.953 -10.401 3.694
H -5.636 4.191 -5.973
H 5.341 1.611 -2.254
H 6.238 0.474 5.808
H -6.346 0.471 -3.035
H -4.685 6.465 -6.134
H 2.657 -9.862 1.991
H 3.908 -1.859 -5.314
H -0.671 2.959 -7.425
H 6.949 -6.323 7.914
H 8.638 2.882 3.202
H 4.976 -4.179 11.906
H 4.378 1.426 8.276
H -8.507 2.564 -5.002
H -0.790 3.493 -1.653
H 1.287 2.937 -3.003
H -3.950 0.426 -2.016
H -2.972 5.181 5.202
H -0.616 4.514 -3.062
H 0.712 -8.968 5.695
H -0.317 -0.818 0.894
H 1.325 1.784 -6.139
H -2.199 3.817 -2.669
H 8.025 -1.261 2.331
H 7.427 -4.198 11.596
H 1.887 -0.688 4.564
H 3.790 2.742 6.274
H 3.764 2.310 -2.161
H -1.006 1.291 -7.943
H -11.909 2.581 -2.405
H -10.705 1.642 -4.347
H 2.187 -7.013 6.002
H -1.195 7.266 1.917
H -2.290 2.234 -7.248
H 0.618 0.431 -6.958
H 3.895 -6.479 4.306
H 2.550 1.688 4.415
H 0.929 0.278 -5.252
H -3.683 -0.863 -4.748
H -4.840 -1.009 -2.389
H 0.591 1.740 -1.945
H -2.798 0.880 -5.683
H 8.413 -5.262 9.596
H -7.524 4.437 -3.730
H 1.894 -2.589 -2.016
H -6.420 6.914 -10.023
H -5.616 0.144 -4.568
H 4.625 -1.909 -3.144
H 2.054 -0.965 1.542
H -8.729 5.381 -1.793
H 3.467 -3.437 -4.715
H -0.664 -2.005 -5.597
H 3.709 -0.949 8.432
H 3.137 2.498 -4.497
H 3.510 -5.233 10.220
H 1.112 1.210 -3.510
H 6.624 -1.483 4.353
H -0.983 -4.764 2.428
H -7.365 4.639 -9.866
H 2.913 -3.014 2.626
H 3.472 -2.575 -1.210
H 3.158 -3.816 -2.389
*
```

Computed properties:
Electronic energy in a.u.: -8039.3356
E_HOMO (alpha / beta) in eV: -8.3 / -8.7

Atom charges from the Mulliken analysis, given in e for atoms 1 to 6: -0.13, 0.05, -0.17, -0.62, -0.61, -0.55